A gas-phase ion, C3H5N2 (charge +1) at a distorted geometry, computed with ωB97M-V/def2-TZVPD.

Element x y z (Å)
C  1.489  -0.370  -0.066
C  -0.810  -0.395  -0.025
C  -0.432  1.022  -0.031
N  0.877  0.928  -0.023
N  0.446  -1.108  -0.017
H  -1.250  -0.844  0.904
H  -1.500  -0.561  -0.961
H  -1.041  1.845  -0.210
H  1.610  1.559  0.240
H  0.610  -2.075  0.189

Computed properties:
Total charge = +1
Maximum force = 4.46 eV/A
Kohn-Sham gap = 8.46 eV
Energy relative to the best compared isomer or geometry (same formula, charge and spin) = 349.2 kJ/mol

natural (NBO) atomic charge list, values in e, 8 entries: 0.255 -0.359 0.286 -0.489 -0.517 0.318 0.310 0.269